1.
Here is a molecular structure, C28H28BCaCl2F4N3S from OMol25. Energies are from ωB97M-V/def2-TZVPD.

Relative energy (zero: lowest compared OMol25 entry of this formula, charge and spin)   0.4216 eV
Lowest unoccupied orbital energy   4.230 eV
Frontier orbital gap   4.42 eV
Charge   -2
E_HOMO   -0.189 eV

Positions of all 68 atoms, in Å:
1 Ca 0.4171 0.2086 -0.0247
2 C 2.2619 1.0616 3.3388
3 C 1.4787 -0.2180 3.1166
4 C 1.7656 -1.2775 3.9636
5 C 1.4177 -2.6905 3.9086
6 C 0.7765 -3.3560 2.9188
7 C 0.2457 -2.6081 1.7884
8 N 0.5489 -0.1512 2.1305
9 C 0.6144 -2.8885 0.4921
10 C 1.0532 -4.1994 0.0732
11 C 1.3327 -4.4574 -1.2276
12 C 1.2982 -3.4087 -2.1856
13 C 0.9896 -2.1504 -1.7294
14 N 0.6367 -1.8766 -0.4658
15 C 1.2249 -0.9894 -2.6175
16 C 0.9306 -1.0322 -3.9773
17 C 1.3394 0.0141 -4.7777
18 C 2.0430 1.0690 -4.2071
19 C 2.2390 1.0818 -2.8356
20 C 2.9036 2.2509 -2.1655
21 N 1.8236 0.0802 -2.0525
22 H 2.8286 1.0202 4.2698
23 H 1.5754 1.9054 3.3850
24 H 2.9683 1.2381 2.5200
25 H 2.4641 -1.0367 4.7616
26 H 1.7863 -3.2785 4.7485
27 H 0.6917 -4.4412 2.9785
28 H 1.0966 -4.9907 0.8098
29 H 1.5977 -5.4608 -1.5414
30 H 1.5690 -3.5811 -3.2173
31 H 0.3373 -1.8486 -4.3674
32 H 1.1093 0.0236 -5.8356
33 H 2.3969 1.8956 -4.8096
34 H 3.6644 2.6912 -2.8119
35 H 3.3553 1.9474 -1.2222
36 H 2.1442 3.0075 -1.9541
37 Cl 1.0864 3.2170 1.0647
38 C -0.0470 4.3801 0.4575
39 C -0.1771 5.5741 1.1397
40 C -1.0675 6.5365 0.6935
41 C -1.8226 6.2797 -0.4416
42 C -1.6846 5.0781 -1.1090
43 Cl -2.6670 4.8281 -2.5158
44 C -0.7904 4.0552 -0.7006
45 S -0.6144 2.5865 -1.5727
46 H 0.4206 5.7467 2.0259
47 H -1.1772 7.4743 1.2225
48 H -2.5280 7.0098 -0.8162
49 C -2.3176 -1.7671 0.4978
50 C -1.8517 -0.9877 1.7327
51 C -2.7715 -1.4089 2.8922
52 C -2.0971 0.5064 1.4735
53 C -0.3799 -1.2825 2.2336
54 H -3.3730 -1.5532 0.3093
55 H -2.2053 -2.8413 0.6390
56 H -1.7805 -1.5065 -0.4102
57 H -3.8240 -1.3263 2.6046
58 H -2.5972 -0.7809 3.7709
59 H -2.5693 -2.4472 3.1680
60 H -3.1705 0.7060 1.4613
61 H -1.7157 0.8091 0.4936
62 H -1.6281 1.1268 2.2372
63 H -0.5138 -1.4235 3.3092
64 F -2.1086 -2.4617 -4.7290
65 B -2.6158 -2.4313 -3.4023
66 F -4.0091 -2.2030 -3.4351
67 F -2.3512 -3.6634 -2.7745
68 F -1.9772 -1.3837 -2.6982

2.
Here is 6 unconnected molecules or ions with the total composition C28H28Br4N4O8 from OMol25. Energies are from ωB97M-V/def2-TZVPD.

SMILES   O=[N+]([O-])c1ccccc1.O=[N+]([O-])c1ccccc1.O=[N+]([O-])c1ccccc1.O=[N+]([O-])c1ccccc1.BrCCBr.BrCCBr
Relative energy (zero: lowest compared OMol25 entry of this formula, charge and spin)   0.0000 eV
Lowest unoccupied orbital energy   -1.093 eV
Frontier orbital gap   9.00 eV
Charge   0
E_HOMO   -10.091 eV

Positions of all 72 atoms, in Å:
1 Br 2.4305 1.8082 4.1598
2 C 1.8068 1.5175 2.3204
3 C 2.9190 1.0147 1.4540
4 Br 4.1349 2.4528 0.9694
5 H 1.4778 2.4860 1.9642
6 H 1.0101 0.7890 2.4133
7 H 2.4712 0.6750 0.5136
8 H 3.5368 0.1958 1.8029
9 Br -1.8968 -2.7567 2.8016
10 C -1.0128 -3.2975 1.1447
11 C 0.4411 -3.6656 1.3195
12 Br 1.4926 -2.1276 1.8826
13 H -1.1573 -2.5041 0.4199
14 H -1.5968 -4.1681 0.8558
15 H 0.8323 -4.0027 0.3618
16 H 0.5731 -4.4516 2.0565
17 C 3.1866 -3.5023 -3.1773
18 C 3.7359 -4.7584 -3.4025
19 C 4.1542 -5.5376 -2.3339
20 C 3.9083 -5.0732 -1.0534
21 C 3.3244 -3.8454 -0.8072
22 C 2.9677 -3.0648 -1.8786
23 N 4.3119 -5.8907 0.0999
24 O 4.1546 -5.4178 1.2092
25 O 4.7486 -7.0041 -0.1270
26 H 2.7940 -2.9006 -3.9871
27 H 3.9529 -5.1271 -4.3978
28 H 4.4885 -6.5631 -2.4189
29 H 3.0889 -3.5606 0.2085
30 H 2.5397 -2.0854 -1.7027
31 C -7.4130 -1.1569 -0.6653
32 C -7.1616 -2.5197 -0.7341
33 C -5.8735 -2.9839 -0.8779
34 C -4.8302 -2.0560 -0.8780
35 C -5.0599 -0.7025 -0.7770
36 C -6.3549 -0.2582 -0.7285
37 N -3.4641 -2.5317 -1.0722
38 O -2.5913 -1.6953 -1.1963
39 O -3.2831 -3.7342 -1.0926
40 H -8.4393 -0.8192 -0.6521
41 H -7.9948 -3.2108 -0.7648
42 H -5.6236 -4.0313 -0.9830
43 H -4.2507 0.0052 -0.8802
44 H -6.5533 0.8056 -0.7303
45 C -0.7882 1.9562 0.1556
46 C -0.7093 0.6148 -0.1892
47 C -0.0345 0.2269 -1.3314
48 C 0.6489 1.1837 -2.0550
49 C 0.6243 2.5180 -1.7150
50 C -0.1129 2.9049 -0.6034
51 N 1.4346 0.7626 -3.2209
52 O 1.5363 1.5357 -4.1513
53 O 1.8659 -0.3690 -3.2082
54 H -1.4295 2.2707 0.9699
55 H -1.2085 -0.1294 0.4174
56 H 0.0371 -0.8216 -1.5852
57 H 1.1098 3.2529 -2.3428
58 H -0.1623 3.9528 -0.3394
59 C 2.2684 5.3845 1.8985
60 C 1.6551 5.9479 0.7778
61 C 0.3774 6.4583 0.8666
62 C -0.2715 6.4074 2.0990
63 C 0.3579 5.9402 3.2338
64 C 1.6613 5.4548 3.1378
65 N -1.6543 6.8688 2.1926
66 O -2.1608 6.9208 3.2946
67 O -2.2320 7.0991 1.1475
68 H 3.2823 5.0297 1.7782
69 H 2.2250 5.9752 -0.1417
70 H -0.1441 7.0046 0.0891
71 H -0.1977 5.8869 4.1602
72 H 2.0959 5.0178 4.0262

3.
Here is a molecular structure, C28H28CaN4O8S from OMol25. Energies are from ωB97M-V/def2-TZVPD.

Relative energy (zero: lowest compared OMol25 entry of this formula, charge and spin)   0.5492 eV
Lowest unoccupied orbital energy   -0.431 eV
Frontier orbital gap   7.76 eV
Charge   0
E_HOMO   -8.188 eV

Positions of all 70 atoms, in Å:
1 Ca 0.7033 -0.1212 -0.0639
2 C -3.4756 -2.6712 -1.8128
3 O -2.4837 -3.7295 -1.6221
4 C -1.3991 -3.0832 -1.1620
5 N -1.4561 -1.8517 -0.8970
6 C -2.8653 -1.4581 -1.0952
7 C -3.0191 -0.1482 -1.8237
8 C -1.9836 0.4035 -2.5631
9 C -2.1441 1.6236 -3.2066
10 C -3.3542 2.2941 -3.1293
11 C -4.4003 1.7478 -2.3928
12 C -4.2299 0.5384 -1.7385
13 C -0.1743 -3.8833 -0.9058
14 C -0.1298 -5.2665 -0.9594
15 C 1.0618 -5.8875 -0.6142
16 C 2.1559 -5.1132 -0.2577
17 C 2.0006 -3.7362 -0.2671
18 N 0.8626 -3.1284 -0.5658
19 C 3.1103 -2.7883 0.0119
20 N 2.9593 -1.5349 -0.0434
21 C 4.3014 -0.9398 0.1737
22 C 5.2089 -2.1715 0.3864
23 O 4.3177 -3.3227 0.2230
24 C 4.3530 0.0030 1.3487
25 C 5.3781 0.9390 1.4195
26 C 5.4743 1.7941 2.5034
27 C 4.5416 1.7274 3.5319
28 C 3.5217 0.7919 3.4701
29 C 3.4378 -0.0707 2.3856
30 H -4.4128 -3.0136 -1.3827
31 H -3.5923 -2.5086 -2.8841
32 H -3.3006 -1.3446 -0.0971
33 H -1.0259 -0.0971 -2.6212
34 H -1.3084 2.0520 -3.7417
35 H -3.4803 3.2452 -3.6296
36 H -5.3445 2.2719 -2.3165
37 H -5.0362 0.1288 -1.1389
38 H -1.0034 -5.8248 -1.2626
39 H 1.1388 -6.9664 -0.6262
40 H 3.1045 -5.5489 0.0182
41 H 4.5568 -0.3921 -0.7321
42 H 5.6149 -2.2184 1.3951
43 H 6.0097 -2.2654 -0.3430
44 H 6.0847 1.0217 0.6023
45 H 6.2665 2.5303 2.5366
46 H 4.6027 2.4103 4.3685
47 H 2.7799 0.7408 4.2557
48 H 2.6359 -0.8010 2.3488
49 O 0.7226 1.5273 -1.3938
50 S 1.6939 2.2069 -0.4142
51 O 1.1975 1.7000 0.9414
52 O 3.0006 1.5828 -0.6460
53 O 1.6166 3.6393 -0.5010
54 O -3.2910 0.3693 1.9773
55 C -2.1072 0.7647 1.5433
56 O -1.2340 -0.0067 1.2194
57 C -1.8998 2.2538 1.4852
58 N -3.0539 2.9012 2.1219
59 C -3.8270 3.5592 1.0471
60 C -2.8041 3.9233 -0.0215
61 C -1.8082 2.7634 0.0225
62 H -0.9655 2.4559 2.0119
63 H -2.7398 3.5772 2.8046
64 H -3.7003 1.2168 2.3019
65 H -4.3881 4.3983 1.4557
66 H -4.5479 2.8421 0.6439
67 H -2.3074 4.8632 0.2287
68 H -3.2546 4.0294 -1.0077
69 H -0.7891 3.0713 -0.2118
70 H -2.0770 1.9849 -0.6920

One value per record, in order, for E: -99836.2172; -331990.0968; -81109.7855 eV.